[1]
Molecular formula: C27H80N6O13
Method: DFT, ωB97M-V with the def2-TZVPD basis set

Each line ends with the Löwdin charge.
Cartesian coordinates (Å):
C1 -3.27 0.28 1.43  -0.154
O1 -3.01 -0.41 2.54  -0.079
H1 -4.27 0.49 1.37  0.081
H2 -3.16 -0.41 0.65  0.058
H3 -2.70 1.20 1.34  0.093
H4 -3.84 -0.74 2.77  0.103
C2 0.03 -1.44 -4.40  -0.145
O2 -0.55 -0.39 -5.16  -0.124
H5 1.09 -1.54 -4.69  0.097
H6 -0.47 -2.38 -4.50  0.075
H7 -0.04 -1.31 -3.35  0.028
H8 -1.52 -0.44 -5.06  0.043
C3 -3.22 -3.01 -0.18  -0.131
O3 -4.55 -2.61 -0.64  -0.133
H9 -2.39 -3.00 -1.02  0.110
H10 -3.33 -4.02 0.08  0.045
H11 -2.92 -2.50 0.74  0.060
H12 -4.71 -3.11 -1.46  0.058
C4 -3.43 -0.50 -3.62  -0.641
O4 -2.71 -0.66 -2.50  -0.054
N1 -4.13 -1.41 -4.19  0.159
N2 -3.43 0.62 -4.34  0.154
H13 -4.20 -2.32 -3.56  0.176
H14 -4.71 -1.40 -5.05  0.145
H15 -2.76 1.31 -4.06  0.091
H16 -4.01 0.89 -5.15  0.148
C5 0.28 -3.11 2.42  -0.567
O5 0.96 -4.38 2.41  -0.167
N3 -0.88 -2.90 1.87  0.153
N4 0.77 -2.04 2.98  0.192
H17 -1.23 -3.70 1.24  0.092
H18 -0.99 -1.96 1.67  0.035
H19 1.67 -2.08 3.46  0.049
H20 0.23 -1.15 2.86  0.069
C6 -0.05 1.23 3.31  -0.590
O6 1.17 1.77 3.09  -0.074
N5 -0.56 0.30 2.51  0.116
N6 -0.75 1.28 4.39  0.194
H21 -0.23 0.15 1.60  0.034
H22 -1.60 -0.04 2.60  0.074
H23 -0.62 2.09 4.96  0.107
H24 -1.59 0.71 4.63  0.150
C7 4.80 3.47 0.41  -0.026
C8 4.09 2.28 1.16  -0.587
C9 4.71 0.87 0.93  -0.023
O7 3.94 2.50 2.40  -0.001
H25 5.64 3.82 0.97  0.059
H26 4.11 4.33 0.17  0.089
H27 5.13 3.18 -0.59  0.056
H28 3.06 2.33 0.77  0.105
H29 5.00 0.84 -0.07  0.054
H30 3.95 0.16 0.99  0.020
H31 5.51 0.67 1.67  0.097
H32 3.21 2.04 2.78  0.048
C10 2.32 1.66 -4.59  -0.013
C11 1.66 2.42 -3.37  -0.638
C12 2.76 2.93 -2.44  -0.021
O8 0.93 3.33 -3.74  0.026
H33 3.21 1.15 -4.28  0.070
H34 2.59 2.33 -5.39  0.080
H35 1.62 0.94 -4.92  0.023
H36 0.99 1.66 -2.91  0.121
H37 2.33 3.62 -1.76  0.050
H38 3.48 3.53 -3.01  0.103
H39 3.13 2.22 -1.74  0.050
H40 0.18 2.92 -4.23  0.142
C13 0.48 4.30 0.85  -0.037
C14 -0.83 3.85 1.42  -0.647
C15 -0.90 4.31 2.88  -0.035
O9 -1.86 4.32 0.90  0.035
H41 0.51 3.93 -0.18  0.063
H42 1.33 3.89 1.38  0.058
H43 0.79 5.40 0.87  0.116
H44 -0.95 2.76 1.24  0.118
H45 -1.82 4.03 3.34  0.067
H46 -0.77 5.37 2.91  0.076
H47 -0.04 3.99 3.50  0.072
H48 -2.06 3.69 0.23  0.046
C16 1.19 0.59 0.05  -0.006
C17 0.39 -0.44 -0.73  -0.660
C18 1.05 -1.75 -0.82  -0.018
O10 -0.75 -0.66 -0.31  -0.031
H49 1.67 0.13 0.89  0.060
H50 0.60 1.51 0.49  0.116
H51 2.07 0.88 -0.37  0.021
H52 0.27 -0.06 -1.70  0.094
H53 2.10 -1.63 -1.12  0.105
H54 0.61 -2.45 -1.56  0.085
H55 0.96 -2.33 0.06  0.055
H56 -1.37 -0.85 -1.12  0.125
C19 -1.94 -7.24 -0.04  -0.026
C20 -1.24 -6.08 0.61  -0.593
C21 -0.69 -5.12 -0.46  -0.038
O11 -1.97 -5.40 1.39  -0.012
H57 -1.80 -8.06 0.63  0.066
H58 -1.46 -7.49 -0.99  0.088
H59 -3.00 -7.19 -0.11  0.074
H60 -0.35 -6.37 1.10  0.123
H61 -1.43 -4.95 -1.17  0.048
H62 0.17 -5.53 -0.92  0.082
H63 -0.33 -4.15 -0.15  0.039
H64 -2.29 -5.95 2.11  0.140
C22 4.28 -2.37 2.73  -0.012
C23 3.74 -1.78 4.07  -0.658
C24 3.53 -0.29 3.90  -0.045
O12 2.78 -2.32 4.62  0.013
H65 4.22 -3.41 2.76  0.048
H66 5.33 -2.06 2.39  0.105
H67 3.52 -2.12 1.92  0.089
H68 4.48 -1.98 4.82  0.131
H69 2.88 -0.06 3.06  0.051
H70 4.59 0.10 3.81  0.109
H71 3.15 0.17 4.81  0.085
H72 2.68 -1.94 5.50  0.149
C25 -3.07 4.13 -2.51  -0.020
C26 -3.24 2.80 -1.78  -0.589
C27 -1.85 2.14 -1.59  -0.017
O13 -3.74 2.84 -0.64  0.074
H73 -2.12 4.33 -3.08  0.099
H74 -3.28 4.95 -1.88  0.064
H75 -3.92 4.26 -3.18  0.070
H76 -3.79 2.21 -2.53  0.118
H77 -1.05 2.75 -1.25  0.069
H78 -1.48 1.63 -2.44  0.052
H79 -2.09 1.32 -1.00  0.047
H80 -4.62 2.89 -0.83  0.089

As for the net charge: 0. The value obtained for the relative energy (zero: lowest compared OMol25 entry of this formula, charge and spin) is 332.1 kcal/mol. The value obtained for the total energy is -64841.95587 eV. The strongest force on any atom comes out at 12.79 eV/A. The LUMO energy comes out at -0.44 eV.

=====

[2]
Molecular formula: C27H82N14O12
Method: DFT, ωB97M-V with the def2-TZVPD basis set

Each line ends with the Löwdin charge.
Cartesian coordinates (Å):
C1 0.63 1.54 -1.15  -0.079
O1 0.09 0.52 -0.30  -0.250
C2 1.10 -0.51 -0.05  -0.114
C3 0.55 -1.51 1.04  -0.378
C4 -0.48 -0.93 2.05  -0.041
N1 1.65 -2.13 1.75  0.033
H1 1.63 1.92 -0.96  0.085
H2 -0.03 2.39 -0.96  0.070
H3 0.45 1.23 -2.18  0.074
H4 1.52 -1.00 -0.93  0.092
H5 1.81 0.17 0.44  0.122
H6 0.02 -2.33 0.56  0.130
H7 0.04 -0.09 2.51  0.079
H8 -0.77 -1.69 2.78  0.071
H9 -1.45 -0.64 1.64  0.046
H10 2.42 -2.27 1.11  0.045
H11 2.10 -1.52 2.42  0.079
C5 3.54 3.77 0.20  -0.128
O2 2.18 4.02 0.15  -0.148
C6 1.80 4.77 -0.92  -0.262
C7 1.58 6.20 -0.60  -0.428
C8 0.82 7.07 -1.57  -0.077
N2 2.88 6.84 -0.46  0.043
H12 4.19 4.61 0.43  0.078
H13 3.93 3.33 -0.72  0.101
H14 3.74 3.16 1.07  0.080
H15 2.39 4.59 -1.81  0.141
H16 0.81 4.43 -1.23  0.111
H17 0.98 6.43 0.29  0.146
H18 -0.23 6.81 -1.73  0.074
H19 1.08 7.03 -2.63  0.075
H20 0.79 8.13 -1.33  0.080
H21 3.44 6.14 0.00  0.026
H22 3.28 6.90 -1.39  0.077
C9 -4.52 0.69 2.63  -0.082
O3 -4.41 0.46 4.06  -0.217
C10 -5.24 -0.52 4.68  -0.192
C11 -4.62 -1.27 5.91  -0.444
C12 -3.69 -2.42 5.62  -0.081
N3 -5.66 -1.82 6.71  0.022
H23 -4.15 1.68 2.37  0.070
H24 -5.58 0.75 2.38  0.086
H25 -4.04 -0.19 2.18  0.077
H26 -6.20 -0.03 4.89  0.116
H27 -5.57 -1.27 3.95  0.119
H28 -4.11 -0.56 6.56  0.139
H29 -3.31 -2.85 6.55  0.081
H30 -2.78 -2.10 5.11  0.068
H31 -4.13 -3.22 5.03  0.077
H32 -6.16 -1.06 7.16  0.076
H33 -6.28 -2.27 6.05  0.075
C13 -3.43 1.46 -7.92  -0.124
O4 -3.28 0.82 -6.67  -0.193
C14 -2.10 0.01 -6.57  -0.169
C15 -1.96 -0.73 -5.20  -0.406
C16 -3.17 -1.58 -4.79  -0.060
N4 -1.55 0.17 -4.10  0.055
H34 -3.75 0.76 -8.70  0.087
H35 -2.66 2.08 -8.39  0.084
H36 -4.21 2.20 -7.75  0.088
H37 -2.31 -0.80 -7.28  0.123
H38 -1.23 0.62 -6.82  0.114
H39 -1.26 -1.54 -5.39  0.119
H40 -3.02 -2.15 -3.87  0.076
H41 -3.34 -2.36 -5.53  0.081
H42 -4.07 -0.97 -4.73  0.085
H43 -2.10 -0.26 -3.37  0.047
H44 -1.85 1.11 -4.32  0.071
N5 -2.95 1.15 -0.99  0.206
C17 -3.68 0.18 -0.60  -0.782
N6 -3.01 -0.97 -0.53  0.166
O5 -4.88 0.20 -0.33  0.019
H45 -3.42 2.04 -1.00  0.130
H46 -1.95 1.12 -0.85  0.073
H47 -2.03 -0.78 -0.39  0.063
H48 -3.48 -1.85 -0.37  0.119
N7 1.28 -0.52 -4.81  0.157
C18 2.01 -1.52 -4.48  -0.722
N8 1.68 -1.86 -3.21  0.152
O6 2.86 -2.11 -5.16  0.008
H49 1.53 -0.01 -5.65  0.101
H50 0.47 -0.13 -4.34  0.047
H51 2.18 -2.48 -2.60  0.076
H52 0.80 -1.51 -2.88  0.080
N9 -1.54 2.31 2.25  0.172
C19 -1.95 3.48 1.74  -0.758
N10 -2.33 4.25 2.77  0.150
O7 -1.76 3.90 0.66  0.071
H53 -1.22 1.55 1.67  0.063
H54 -1.57 2.22 3.26  0.105
H55 -2.57 3.85 3.66  0.099
H56 -2.63 5.20 2.61  0.111
N11 2.36 -5.44 2.38  0.165
C20 2.73 -5.22 3.62  -0.724
N12 2.38 -3.98 3.98  0.144
O8 3.27 -6.04 4.40  -0.022
H57 2.09 -4.71 1.74  0.085
H58 2.64 -6.31 1.94  0.116
H59 1.88 -3.41 3.31  0.040
H60 2.78 -3.53 4.79  0.109
N13 4.95 -4.54 -0.97  0.171
C21 4.55 -3.48 -0.33  -0.793
N14 5.07 -3.37 0.83  0.201
O9 3.77 -2.66 -0.79  0.019
H61 4.61 -4.53 -1.92  0.123
H62 5.93 -4.74 -0.85  0.114
H63 5.81 -4.01 1.10  0.130
H64 4.78 -2.62 1.44  0.070
C22 -1.11 -4.63 4.36  -0.101
C23 -1.95 -5.35 5.37  -0.333
O10 -1.89 -6.74 5.13  -0.067
H65 -0.13 -5.03 4.13  0.054
H66 -0.87 -3.63 4.74  0.057
H67 -1.53 -4.44 3.37  0.076
H68 -2.98 -5.01 5.32  0.087
H69 -1.66 -5.12 6.39  0.114
H70 -1.11 -7.14 5.52  0.088
C24 5.61 0.67 1.51  -0.081
C25 6.08 -0.56 2.28  -0.280
O11 4.96 -1.31 2.77  -0.115
H71 4.87 1.33 1.97  0.055
H72 5.10 0.47 0.56  0.073
H73 6.46 1.34 1.36  0.076
H74 6.67 -0.22 3.13  0.113
H75 6.68 -1.22 1.66  0.106
H76 4.86 -1.13 3.71  0.095
C26 1.77 2.70 -5.33  -0.078
C27 0.39 3.34 -5.33  -0.347
O12 0.10 4.12 -4.23  -0.065
H77 2.55 3.46 -5.36  0.079
H78 1.77 2.18 -6.29  0.074
H79 1.90 2.07 -4.45  0.059
H80 -0.47 2.67 -5.47  0.095
H81 0.44 4.01 -6.19  0.109
H82 -0.66 3.81 -3.74  0.082

As for the net charge: 0. The value obtained for the relative energy (zero: lowest compared OMol25 entry of this formula, charge and spin) is 0.0 kcal/mol. The value obtained for the total energy is -74758.87190 eV. The strongest force on any atom comes out at 5.50 eV/A. Its SMILES is COC[C@H](C)N.COC[C@H](C)N.COC[C@H](C)N.COC[C@H](C)N.NC(N)=O.NC(N)=O.NC(N)=O.NC(N)=O.NC(N)=O.CCO.CCO.CCO. The LUMO energy comes out at 0.02 eV.

=====

[3]
Molecular formula: C27H85BrF3NO18P
Method: DFT, ωB97M-V with the def2-TZVPD basis set

Each line ends with the Löwdin charge.
Cartesian coordinates (Å):
C1 -5.14 1.75 -5.29  -0.118
C2 -5.58 1.63 -3.82  -0.269
C3 -6.03 0.21 -3.53  -0.226
C4 -6.15 -0.10 -2.02  -0.218
C5 -7.52 0.29 -1.48  -0.201
C6 -7.82 -0.06 -0.01  -0.208
C7 -7.04 -1.23 0.59  -0.229
C8 -7.62 -1.60 1.95  -0.205
C9 -6.60 -2.16 2.96  -0.197
C10 -5.57 -3.14 2.36  -0.199
C11 -4.14 -2.60 2.40  -0.214
C12 -3.17 -3.33 1.46  -0.202
C13 -2.07 -2.41 0.94  -0.187
C14 -1.36 -1.66 2.09  -0.175
C15 0.17 -1.63 1.98  -0.130
C16 0.75 -1.13 0.65  -0.196
N1 1.93 -2.02 0.34  0.098
C17 2.95 -1.41 -0.56  -0.074
C18 3.61 -0.18 0.08  -0.308
C19 4.06 0.76 -1.06  -0.185
C20 5.52 1.28 -0.96  -0.186
C21 6.42 0.67 -2.04  -0.418
C22 6.04 1.22 -3.42  -0.076
C23 7.92 0.89 -1.72  -0.059
C24 2.66 0.45 1.14  -0.391
P1 3.44 2.12 1.52  0.633
O1 2.46 3.16 0.72  -0.341
Br1 2.87 2.45 3.66  0.376
C25 1.20 0.36 0.60  -0.208
C26 0.11 1.23 1.21  -0.138
O2 0.19 1.20 2.63  -0.029
C27 -0.73 1.96 3.27  -0.770
F1 -0.59 3.26 2.99  0.174
F2 -0.59 1.78 4.55  0.207
F3 -1.98 1.64 2.92  0.171
H1 -4.14 1.33 -5.39  0.027
H2 -5.10 2.79 -5.62  0.072
H3 -5.81 1.18 -5.94  0.078
H4 -4.71 1.91 -3.21  0.088
H5 -6.39 2.34 -3.67  0.105
H6 -7.01 0.08 -3.99  0.112
H7 -5.31 -0.48 -3.97  0.103
H8 -5.96 -1.17 -1.88  0.102
H9 -5.37 0.48 -1.51  0.107
H10 -7.62 1.37 -1.58  0.107
H11 -8.30 -0.14 -2.12  0.111
H12 -8.88 -0.32 0.09  0.115
H13 -7.67 0.82 0.63  0.101
H14 -5.97 -0.99 0.66  0.106
H15 -7.14 -2.08 -0.09  0.114
H16 -8.44 -2.31 1.84  0.119
H17 -8.05 -0.69 2.37  0.086
H18 -7.16 -2.68 3.74  0.103
H19 -6.07 -1.32 3.43  0.106
H20 -5.59 -4.05 2.98  0.113
H21 -5.85 -3.43 1.35  0.103
H22 -4.13 -1.52 2.21  0.107
H23 -3.78 -2.73 3.43  0.101
H24 -3.75 -3.70 0.60  0.108
H25 -2.73 -4.18 1.99  0.101
H26 -2.50 -1.68 0.24  0.118
H27 -1.32 -2.98 0.38  0.099
H28 -1.57 -2.17 3.02  0.086
H29 -1.73 -0.64 2.18  0.092
H30 0.50 -2.67 2.13  0.130
H31 0.60 -1.07 2.81  0.116
H32 0.03 -1.28 -0.16  0.158
H33 2.38 -2.27 1.23  0.146
H34 1.59 -2.89 -0.06  0.188
H35 2.45 -1.17 -1.50  0.143
H36 3.71 -2.16 -0.78  0.146
H37 4.50 -0.55 0.60  0.139
H38 3.36 1.58 -1.20  0.096
H39 4.01 0.19 -1.99  0.102
H40 5.51 2.36 -1.11  0.124
H41 5.93 1.07 0.03  0.088
H42 6.19 -0.41 -2.07  0.127
H43 4.95 1.20 -3.57  0.042
H44 6.39 2.24 -3.56  0.089
H45 6.47 0.58 -4.19  0.087
H46 8.41 1.17 -2.65  0.080
H47 8.34 -0.05 -1.36  0.045
H48 8.02 1.67 -0.97  0.047
H49 2.68 -0.14 2.05  0.064
H50 1.93 2.73 0.04  0.023
H51 1.26 0.64 -0.46  0.124
H52 -0.86 0.82 0.90  0.135
H53 0.13 2.26 0.86  0.118
O3 -1.65 -3.64 4.80  -0.060
H54 -1.69 -2.80 5.26  0.041
H55 -1.50 -4.27 5.51  0.012
O4 2.94 2.04 -4.43  -0.071
H56 3.34 2.55 -5.15  0.007
H57 2.84 2.68 -3.71  0.024
O5 3.23 -1.91 3.35  -0.042
H58 4.11 -2.32 3.39  0.062
H59 3.23 -1.30 4.09  0.063
O6 -2.15 -4.74 7.56  -0.045
H60 -1.61 -5.44 7.94  0.048
H61 -2.65 -4.38 8.30  0.049
O7 -2.67 0.16 -3.61  -0.055
H62 -2.31 0.64 -4.37  0.030
H63 -2.71 0.83 -2.92  0.006
O8 -0.85 1.92 -1.93  -0.020
H64 0.04 1.57 -1.90  0.022
H65 -0.90 2.59 -1.24  0.045
O9 -2.91 -6.50 0.54  -0.051
H66 -2.37 -5.95 -0.03  0.026
H67 -2.42 -6.58 1.36  0.032
O10 8.84 3.44 0.24  -0.067
H68 9.46 2.82 0.63  -0.007
H69 8.31 3.73 0.99  0.043
O11 10.33 -1.04 -0.70  -0.047
H70 11.05 -0.83 -1.31  0.057
H71 10.32 -2.00 -0.67  0.062
O12 12.31 1.08 0.21  -0.040
H72 12.30 1.67 -0.55  0.060
H73 11.52 0.53 0.12  0.003
O13 11.50 3.44 1.90  -0.062
H74 11.87 2.61 1.55  -0.002
H75 12.25 4.03 1.92  0.039
O14 -9.94 1.24 2.79  -0.060
H76 -9.94 2.12 3.18  0.030
H77 -9.76 0.65 3.54  0.034
O15 -9.16 4.01 1.62  -0.053
H78 -8.95 3.11 1.33  0.014
H79 -8.32 4.48 1.56  0.036
O16 -2.46 1.32 -7.15  -0.055
H80 -3.24 1.43 -7.71  0.040
H81 -1.73 1.67 -7.68  0.038
O17 8.55 0.83 1.77  -0.040
H82 9.04 0.38 1.07  0.013
H83 7.71 0.37 1.80  0.029
O18 4.49 4.02 -5.84  -0.045
H84 4.84 4.46 -6.62  0.057
H85 4.46 4.71 -5.17  0.053

As for the net charge: +1. The value obtained for the relative energy (zero: lowest compared OMol25 entry of this formula, charge and spin) is 0.0 kcal/mol. The value obtained for the total energy is -155202.98499 eV. The strongest force on any atom comes out at 1.07 eV/A. The LUMO energy comes out at -2.76 eV.

=====

| no. | frontier orbital gap (hartree) |
| --- | --- |
| 1 | 0.2769 |
| 2 | 0.3332 |
| 3 | 0.3232 |